The following is a DFT calculation (wB97M-V/def2-TZVPD) of a gas-phase ion, C50H46Cl2N3O (charge +1).

Output
DFT total energy: -84152.57979 eV
M: 775.844 g mol⁻¹
total charge: +1

Last column: Löwdin charge in e.
CARTESIAN COORDINATES (ANGSTROEM)
H: -5.477560 -2.004733 1.156065  0.109
H: -3.829849 1.729504 2.461028  0.109
H: -4.382187 -6.048613 8.192370  0.130
C: -3.077003 -1.804370 12.467211  -0.059
C: -5.127559 -0.671701 5.450546  -0.069
C: -1.663990 -2.875526 4.469882  -0.292
C: -1.283971 -2.215983 3.199921  -0.207
C: -5.279765 -2.025854 5.135105  -0.050
C: 3.322491 1.151674 1.979017  -0.088
C: -6.788483 -4.821423 8.499018  -0.039
C: 3.540338 -2.097493 5.662611  0.032
C: -2.549038 -0.001635 2.700774  -0.031
H: -1.125210 -2.995982 2.434516  0.142
H: -3.762433 0.886195 6.072247  0.123
N: -1.625883 -2.359944 8.126509  0.149
H: -2.189701 -4.936824 5.010519  0.095
H: 3.358850 -3.685476 10.140157  0.088
H: -2.628936 -3.341834 11.010168  0.120
H: -6.153390 -2.176474 8.777226  0.134
C: 2.430958 -3.428750 9.615785  -0.039
C: -4.676331 -1.451055 1.619234  -0.082
H: 3.818526 -1.789280 4.650322  0.117
H: -1.733381 -0.574329 5.807191  0.126
Cl: 5.983390 1.425158 1.674012  0.709
H: 0.558168 -1.240030 5.196818  0.033
C: 2.321283 -1.686485 6.206044  -0.178
C: 3.457836 -1.643352 1.814129  -0.036
H: -6.900724 -5.461716 9.386554  0.093
C: -0.980865 -1.843427 9.269112  -0.164
H: -2.139346 -6.316230 8.312196  0.093
H: 1.191390 0.885565 2.246700  0.117
C: -2.458820 -1.387302 2.574488  -0.161
C: -0.033928 -1.380415 3.086210  -0.078
H: -7.573495 -4.058351 8.533555  0.080
C: 4.028227 -3.298437 7.694921  0.014
C: -0.600905 -3.049218 5.722257  -0.177
H: -1.582521 1.267819 12.605634  0.115
H: -1.742244 0.598815 3.121800  0.111
H: -2.693412 -4.485948 3.345363  0.090
C: 4.547278 0.509699 1.769210  -0.690
C: 4.396581 -2.918078 6.399395  -0.243
C: -4.013327 -2.198871 8.531209  -0.192
H: 1.051297 0.084370 6.237243  0.110
C: -2.735829 -0.960526 5.607261  -0.058
H: -6.964266 -5.456677 7.618380  0.090
H: -3.317062 -0.101703 13.782171  0.115
H: 1.794326 -4.322754 9.633423  0.089
H: -1.177217 -5.177507 7.341149  0.073
C: -1.800538 -5.272734 8.241924  -0.013
H: -3.785654 -2.429465 13.018424  0.116
H: -4.229457 -3.901807 4.786119  0.121
C: -2.905360 -2.993119 8.219797  -0.153
H: 1.111112 -2.887930 2.142450  0.130
C: 2.771375 -2.985981 8.230433  -0.175
H: 3.477546 -2.726680 1.691919  0.120
Cl: -6.339300 0.679437 1.642155  0.692
C: 1.881418 -2.298698 7.388369  -0.122
C: 1.066961 -1.832653 2.437168  -0.029
C: 2.232796 -1.018149 2.137875  -0.241
H: -0.071248 -0.346976 3.438445  0.088
C: -0.643281 -2.442009 7.129385  -0.015
H: 1.922170 -2.639786 10.176964  0.067
C: -2.797473 -0.504572 12.906980  -0.062
C: -2.895301 -2.239794 5.098304  -0.204
H: -3.975986 -0.481077 9.839965  0.092
C: -5.429945 -4.177753 8.450342  -0.250
H: 6.459502 -3.485453 6.594383  0.085
C: -5.273454 -2.801269 8.602929  0.014
C: 5.702588 -3.366429 5.811938  -0.040
C: -3.733425 0.657602 2.352610  -0.085
H: 5.604758 -4.330645 5.294323  0.093
C: 1.435476 -0.687364 5.554955  -0.017
C: -4.290225 -4.960209 8.264500  0.010
C: -4.828514 -0.094492 1.916957  -0.684
H: -6.017307 -0.040792 5.513233  0.117
H: -0.972782 -4.765887 3.705677  0.104
H: -1.169210 -5.084429 9.125725  0.093
C: -3.866092 -0.152566 5.746617  -0.083
H: -3.361500 -3.160585 1.797106  0.117
H: -0.413775 0.331853 10.610709  0.119
C: -3.490588 -2.095525 1.967658  -0.025
H: -3.007525 -0.299173 8.364117  0.078
N: 0.293290 -1.710527 9.046083  0.217
C: -1.836486 0.268667 12.241179  -0.058
C: 4.613386 -0.887700 1.651218  -0.097
C: -1.913426 -4.362071 4.109125  -0.020
C: -1.194436 -0.244024 11.110422  -0.020
C: -2.448638 -2.313591 11.325560  -0.021
C: -1.579040 -1.492137 10.564844  -0.163
C: -3.011175 -4.389151 8.210333  -0.196
H: -6.266991 -2.473693 4.990803  0.120
H: 4.733345 -3.874837 8.301906  0.128
C: 2.162599 0.393320 2.150765  -0.032
H: 6.062408 -2.635909 5.079755  0.081
H: 1.903874 -0.226101 4.679270  0.083
O: 0.304767 -3.839590 5.490001  0.138
N: 0.513116 -2.163729 7.763294  0.061
H: -4.773926 -0.226209 8.284672  0.088
H: 5.562482 -1.367725 1.457580  0.106
C: -3.926600 -0.726091 8.769738  -0.027
H: 3.284153 2.233130 2.025311  0.108
C: -4.156374 -2.832208 5.013300  -0.026

Cartesian forces (eV/Å) of the 3 atoms listed first:
H -0.2 0.0 0.0
H 0.0 0.0 0.1
H 0.0 0.4 0.1

The following is a DFT calculation (wB97M-V/def2-TZVPD) of 2 unconnected molecules or ions with the total composition C7H19N3.

Output
SMILES: CC(C)(C)C.CN=C(N)N
DFT total energy: -12037.16886 eV
M: 145.250 g mol⁻¹

Last column: natural (NBO) charge in e.
CARTESIAN COORDINATES (ANGSTROEM)
H: -2.317089 -0.221556 2.250620  0.395
H: -1.736785 1.204627 -1.425576  0.407
H: 1.544892 0.748760 1.727269  0.199
H: -1.864180 2.242646 -0.097050  0.373
H: -1.875390 -2.921229 -0.151022  0.209
C: 2.801196 -0.591233 -0.155137  -0.605
H: -0.468199 -0.638686 -1.071356  0.285
N: -1.945035 -0.875601 -0.241646  -0.578
H: 3.363942 -0.760913 -1.075093  0.205
C: 1.519587 0.185089 -0.452054  -0.021
H: 0.938780 2.122111 -1.230584  0.196
H: 0.719959 -0.160514 -2.440119  0.200
H: 2.368394 2.163833 -0.199599  0.201
H: -1.449181 -2.139280 1.377980  0.167
N: -2.156661 1.379116 -0.525924  -0.817
C: -2.121334 -2.092355 0.510942  -0.435
H: 3.433195 -0.049214 0.546204  0.197
H: 2.567787 -1.562823 0.280217  0.205
C: 1.848378 1.586670 -0.961993  -0.605
N: -2.568930 0.493045 1.588768  -0.834
C: 0.667722 -0.567152 -1.433992  -0.702
H: 2.482063 1.533445 -1.847358  0.206
C: -2.208121 0.267655 0.281729  0.601
H: -3.149167 -2.220471 0.863812  0.190
C: 0.775724 0.408029 1.035368  -0.611
H: 0.372239 -0.528558 1.416089  0.199
H: 0.017307 1.184463 0.981812  0.186
H: 0.931542 -1.621722 -1.494518  0.203
H: -2.492634 1.431819 1.942211  0.385

Cartesian forces (eV/Å) of the 3 atoms listed first:
H 0.0 0.0 0.0
H 0.0 -0.1 0.0
H 0.1 0.0 0.1

The following is a DFT calculation (wB97M-V/def2-TZVPD) of a single C5H8O molecule.

Output
SMILES: CC(=O)C1CC1
DFT total energy: -7361.44485 eV
M: 84.118 g mol⁻¹

Last column: natural (NBO) charge in e.
CARTESIAN COORDINATES (ANGSTROEM)
H: 2.375027 -1.055254 0.712440  0.239
H: -1.981399 0.326654 -1.647225  0.218
C: 0.351854 -0.378263 0.788705  0.595
O: -0.118918 0.042294 1.827938  -0.566
H: -0.481062 2.143283 0.389698  0.236
H: 1.244532 -2.142382 -0.101054  0.221
C: -0.052780 0.185197 -0.532384  -0.359
H: 1.301091 -2.075846 1.691642  0.238
C: -0.530021 1.617343 -0.559066  -0.393
H: -2.139671 0.305247 0.185607  0.233
H: -0.286955 2.203731 -1.439871  0.218
C: 1.371773 -1.494056 0.771096  -0.714
C: -1.522855 0.519536 -0.682322  -0.386
H: 0.469383 -0.197485 -1.405205  0.222

Cartesian forces (eV/Å) of the 3 atoms listed first:
H -0.1 0.0 0.0
H 0.1 0.0 0.1
C -0.1 0.1 0.2

The following is a DFT calculation (wB97M-V/def2-TZVPD) of 2 unconnected molecules or ions with the total composition C3H9N3O.

Output
SMILES: [H]/N=C\N.NCC=O
DFT total energy: -9773.08448 eV
M: 103.125 g mol⁻¹

Last column: natural (NBO) charge in e.
CARTESIAN COORDINATES (ANGSTROEM)
H: 3.457103 -0.201795 -0.686463  0.371
C: 0.312837 -1.271125 0.111040  0.410
N: 2.506099 -0.508658 -0.878505  -0.841
C: 1.677998 -0.403439 0.310249  -0.321
H: 0.155207 -1.505668 -0.951636  0.138
H: -3.418489 0.617447 0.361990  0.393
H: 2.170993 -0.872944 1.163410  0.216
C: -1.410029 0.880997 0.063196  0.287
O: -0.234525 -1.869843 1.032454  -0.549
H: -2.297008 2.367040 -0.729863  0.318
N: -1.359494 2.018699 -0.516626  -0.728
H: -2.388724 -0.599265 1.035362  0.410
H: 1.512219 0.644260 0.582953  0.192
H: -0.314617 0.454419 0.342433  0.174
H: 2.140836 0.073973 -1.629071  0.363
N: -2.510406 0.175902 0.389077  -0.833

Cartesian forces (eV/Å) of the 3 atoms listed first:
H -0.3 -0.1 -0.1
C 2.1 -1.2 1.8
N -0.1 -0.1 -0.3